48
Properties=species:S:1:pos:R:3 method="wB97M-V/def2-TZVPD" relative_energy_kcal_mol=0.0 charge=-2 max_force_ha_per_bohr=0.0157 spin_multiplicity=7
Eu 0.40502 -0.81517 -0.44259
C -1.03426 1.18918 -2.79475
N -1.61981 0.72448 -1.54209
C -2.89744 0.06782 -1.80388
C -1.79763 1.83728 -0.60650
C -2.02675 1.37333 0.82189
N -0.91915 0.53168 1.22527
C -0.71005 0.32050 2.52428
C 0.48484 -0.33167 2.92929
F 1.33931 -0.74315 1.94355
C 0.83925 -0.58076 4.22655
F 2.01625 -1.19579 4.46762
C 0.03290 -0.20764 5.29115
C -1.15336 0.40699 4.94210
F -2.01153 0.78060 5.92404
C -1.52567 0.65812 3.63942
F -2.75430 1.21333 3.44879
H -1.68408 1.92308 -3.30079
H -0.88539 0.33605 -3.45720
H -0.06598 1.65338 -2.59694
H -3.61657 0.79207 -2.22382
H -3.30668 -0.34391 -0.88265
H -2.74724 -0.75386 -2.50062
H -2.64194 2.47249 -0.93255
H -0.89381 2.44711 -0.63941
H -2.99602 0.86435 0.90036
H -2.10982 2.27749 1.43881
H 0.30657 -0.39907 6.31608
S -0.72402 -3.05522 0.80010
C -1.72889 -3.81927 -0.39965
C -2.62954 -4.83310 0.08983
N -3.33581 -5.65058 0.48888
C -1.73517 -3.57240 -1.72559
S -0.72244 -2.44580 -2.57564
C -2.66134 -4.32629 -2.53563
N -3.39377 -4.89793 -3.21606
Cl 4.75058 -1.16565 -3.15118
C 4.48196 0.26468 -2.17323
C 5.46418 1.22590 -2.14483
C 5.31719 2.39740 -1.39848
C 4.12898 2.56317 -0.69161
C 3.16743 1.58419 -0.73928
Cl 1.64535 1.81270 0.11750
C 3.24163 0.33330 -1.43774
N 2.30267 -0.57675 -1.41539
H 6.36425 1.05727 -2.72381
H 6.09451 3.14854 -1.37475
H 3.94558 3.45759 -0.10883